Molecular formula: C29H24AlBBr4Cl2F5MgNO9S
Method: DFT, the ωB97M-V functional and the def2-TZVPD basis

Calculated values
- Net charge: 0
- Orbital gap: 1.72 eV

Atoms and positions in Å:
C -0.049 5.531 0.603
C -0.369 4.254 0.779
C -0.629 2.664 0.664
S -2.159 2.480 -0.498
C -3.660 3.226 0.390
N -4.500 3.967 -0.588
C -5.161 5.175 -0.003
C -1.691 3.471 -2.008
O -0.872 2.897 -2.832
O -2.100 4.754 -2.305
H 0.230 6.584 0.221
H -0.831 2.233 1.703
H 0.296 2.198 0.144
H -3.254 3.876 1.247
H -4.282 2.340 0.808
H -5.157 3.354 -1.091
H -4.464 5.706 0.735
H -5.316 5.917 -0.882
H -6.196 4.984 0.453
Al 1.643 5.233 2.058
C 0.483 -3.351 6.066
C -0.435 -2.624 5.312
C -0.064 -1.409 4.746
C 1.225 -0.911 4.942
C 2.137 -1.629 5.717
C 1.767 -2.856 6.269
C 3.492 -1.089 5.974
O 4.290 -1.717 6.647
C 3.858 0.228 5.407
C 5.111 0.777 5.687
C 5.468 2.009 5.147
C 4.580 2.692 4.319
C 3.330 2.149 4.043
C 2.963 0.922 4.595
C 1.616 0.373 4.321
O 0.835 0.976 3.597
H 0.196 -4.304 6.500
H -1.440 -3.005 5.165
H -0.783 -0.849 4.156
H 2.476 -3.426 6.862
H 5.810 0.249 6.330
H 6.441 2.436 5.371
H 4.861 3.649 3.892
H 2.638 2.685 3.402
C 9.789 2.157 3.821
Br 8.367 1.401 2.740
Br 9.116 2.886 5.489
Br 11.224 0.886 4.118
H 10.211 2.988 3.257
C -2.391 0.410 -4.767
Cl -2.049 -1.055 -3.836
Cl -4.140 0.669 -4.915
H -1.943 1.266 -4.258
H -1.961 0.308 -5.766
C -3.105 -4.262 -4.169
C -3.569 -4.236 -5.419
C -4.155 -5.441 -6.043
O -4.579 -5.416 -7.191
C -4.209 -6.672 -5.227
C -3.744 -6.698 -3.976
C -3.158 -5.495 -3.352
O -2.736 -5.513 -2.209
H -2.673 -3.390 -3.698
H -3.537 -3.340 -6.030
H -4.641 -7.539 -5.695
H -3.776 -7.592 -3.366
F -4.254 -7.441 -7.252
B -1.617 0.021 -8.526
F -1.980 -1.243 -7.941
F -2.071 0.071 -9.883
F -2.233 1.081 -7.774
F -0.193 0.175 -8.488
Br 0.521 -0.410 -3.409
C 2.625 -3.417 -1.993
O 2.180 -3.633 -3.112
O 3.692 -3.877 -1.543
O 2.080 -2.703 -1.128
Mg -3.425 2.233 -2.531

Atom charges from the Mulliken analysis, given in e for atoms 1 to 4: -0.48 -0.22 -0.56 0.36

***

Molecular formula: C3H5IO
Method: DFT, the ωB97M-V functional and the def2-TZVPD basis

Calculated values
- Energy relative to the best compared isomer or geometry (same formula, charge and spin): 1.194 eV
- Net charge: 0
- SMILES string: C[C@H]1O[C@@H]1I
- Orbital gap: 10.06 eV

Atoms and positions in Å:
C -0.816 -0.518 -0.578
C -1.869 -0.406 0.442
C 0.482 0.131 -0.231
O -1.246 -1.680 0.217
I -3.841 0.116 -0.021
H -1.007 -0.552 -1.722
H -1.643 0.006 1.576
H 0.319 1.185 -0.298
H 1.382 -0.216 -0.804
H 0.614 -0.068 0.894

Atom charges from the Mulliken analysis, given in e for atoms 1 to 4: 0.19 -0.25 -1.09 -0.39

***

Molecular formula: C3H7N2O2P
Method: DFT, the ωB97M-V functional and the def2-TZVPD basis

Calculated values
- Energy relative to the best compared isomer or geometry (same formula, charge and spin): 0.958 eV
- Net charge: 0
- SMILES string: [H]/N=P/OCC.N=C=O
- Orbital gap: 10.10 eV

Atoms and positions in Å:
C 0.147 -1.076 -2.390
C -0.487 -0.184 2.338
C 0.676 -0.307 1.375
N 0.862 -0.686 -3.273
N -0.348 1.589 -1.730
O -0.469 -1.677 -1.604
O 0.534 0.428 0.200
P -0.868 1.010 -0.404
H -0.343 -0.779 3.295
H -0.593 0.834 2.784
H -1.504 -0.398 1.878
H 0.745 -1.348 1.098
H 1.509 0.259 1.873
H -1.012 2.100 -2.176
H 1.150 0.233 -3.265

Atom charges from the Mulliken analysis, given in e for atoms 1 to 4: 0.71 -1.20 -0.05 -0.56